(1)
Below is an isolated ion of composition C3H7O and charge +1 at a distorted geometry, with properties calculated with ωB97M-V/def2-TZVPD.

Last columns: bonded neighbours and bond lengths (Å).
Geometry (Å):
1 C -1.20 -1.03 0.27  O4 1.366, H5 1.115, H6 1.084
2 C -0.43 1.35 -0.36  O4 1.391, H7 1.083, H8 1.165
3 C 1.13 -0.30 0.06  O4 1.558, H9 1.176, H10 1.162, H11 1.057
4 O -0.38 -0.03 -0.18  C1 1.366, C2 1.391, C3 1.558
5 H -0.79 -2.02 0.58  C1 1.115
6 H -2.25 -0.79 0.24  C1 1.084
7 H 0.52 1.85 -0.52  C2 1.083
8 H -1.39 1.99 -0.43  C2 1.165
9 H 1.59 -1.34 0.37  C3 1.176
10 H 1.81 -0.06 -0.85  C3 1.162
11 H 1.39 0.38 0.83  C3 1.057

Values from the calculation:
**ΔE to the lowest compared entry with this formula, charge and spin**: 5.7996 eV
**HOMO level (alpha / beta)**: -14.2 / -14.4 eV
**Net charge**: +1
**HOMO-LUMO gap (alpha / beta)**: 9.02 / 9.41 eV
**Electronic energy**: -5257.7099 eV
**E_LUMO (alpha / beta)**: -0.190 / -0.183 hartree



(2)
Below is an isolated ion of composition C3H7O2 and charge -1, with properties calculated with ωB97M-V/def2-TZVPD.

Last columns: bonded neighbours and bond lengths (Å).
Geometry (Å):
1 C 1.07 -1.40 -0.67  O2 1.384, H6 1.105, H7 1.094, H8 1.102
2 O 0.32 -0.86 0.37  C1 1.384, C3 1.557
3 C -0.49 0.38 -0.10  O2 1.557, C4 1.541, O5 1.288, H9 1.127
4 C -0.96 0.90 1.27  C3 1.541, H10 1.092, H11 1.088, H12 1.087
5 O 0.18 1.19 -0.85  C3 1.288
6 H 2.15 -1.33 -0.48  C1 1.105
7 H 0.91 -0.87 -1.61  C1 1.094
8 H 0.83 -2.47 -0.78  C1 1.102
9 H -1.36 -0.13 -0.60  C3 1.127
10 H -1.76 0.26 1.64  C4 1.092
11 H -0.11 0.90 1.95  C4 1.088
12 H -1.31 1.92 1.17  C4 1.087

Values from the calculation:
**ΔE to the lowest compared entry with this formula, charge and spin**: 1.8707 eV
**HOMO level**: -2.7 eV
**Net charge**: -1
**HOMO-LUMO gap**: 7.34 eV
**Electronic energy**: -7319.0810 eV
**E_LUMO**: 0.169 hartree
**SMILES**: CO[C@@H](C)[O-]